{"formula": "C2H4BrCl", "method": "the ωB97M-V functional and the def2-TZVPD basis", "symbols": ["C", "C", "Cl", "Br", "H", "H", "H", "H"], "xyz": [[-0.282, -0.703, -0.036], [0.506, 0.509, 0.046], [-2.798, 0.319, -0.289], [2.441, 0.115, -0.267], [-0.349, -1.155, 0.949], [-0.280, -1.324, -0.817], [0.430, 1.029, 1.042], [0.332, 1.210, -0.627]], "homo_energy_ev": [-10.24, -10.23], "e_lumo_ev": [-2.59, -2.63], "spin_multiplicity": 1, "e_above_lowest_kcal_mol": 68.5}



{"formula": "C29H81NO19", "method": "the ωB97M-V functional and the def2-TZVPD basis", "symbols": ["C", "C", "O", "O", "H", "H", "H", "H", "H", "H", "C", "C", "O", "O", "H", "H", "H", "H", "H", "H", "C", "C", "O", "O", "H", "H", "H", "H", "H", "H", "C", "C", "O", "O", "H", "H", "H", "H", "H", "H", "C", "C", "O", "O", "H", "H", "H", "H", "H", "H", "C", "C", "O", "O", "H", "H", "H", "H", "H", "H", "C", "C", "O", "O", "H", "H", "H", "H", "H", "H", "C", "O", "C", "C", "N", "C", "C", "O", "C", "H", "H", "H", "H", "H", "H", "H", "H", "H", "H", "H", "H", "H", "H", "H", "C", "C", "C", "O", "H", "H", "H", "H", "H", "H", "H", "H", "C", "C", "C", "O", "H", "H", "H", "H", "H", "H", "H", "H", "C", "C", "C", "O", "H", "H", "H", "H", "H", "H", "H", "H"], "xyz": [[6.587, 8.206, 1.011], [5.973, 6.919, 1.641], [5.268, 6.137, 0.716], [5.433, 9.057, 0.892], [7.068, 8.094, 0.040], [7.400, 8.657, 1.581], [5.297, 7.169, 2.459], [6.816, 6.343, 2.023], [4.716, 5.536, 1.222], [4.779, 8.504, 0.458], [7.208, -1.229, -5.665], [6.948, -0.823, -4.159], [8.162, -0.475, -3.465], [7.875, -2.467, -5.644], [7.696, -0.481, -6.290], [6.268, -1.550, -6.115], [6.461, -1.613, -3.588], [6.261, 0.023, -4.196], [8.162, -0.923, -2.616], [8.639, -2.234, -5.112], [-7.214, 3.661, -1.401], [-8.670, 4.066, -1.270], [-9.460, 3.134, -1.836], [-6.164, 4.594, -1.031], [-7.116, 3.544, -2.480], [-6.958, 2.675, -1.013], [-8.899, 5.117, -1.445], [-8.969, 4.133, -0.224], [-10.259, 3.189, -1.306], [-5.392, 4.045, -1.187], [-4.163, 0.112, 7.494], [-4.816, -0.249, 6.136], [-6.111, 0.238, 6.057], [-4.043, 1.528, 7.663], [-3.135, -0.249, 7.543], [-4.737, -0.366, 8.287], [-4.824, -1.329, 5.990], [-4.243, 0.104, 5.278], [-6.059, 1.192, 6.147], [-4.881, 1.951, 7.866], [2.225, 4.533, -6.680], [2.824, 4.369, -8.016], [4.016, 3.629, -7.978], [3.022, 5.475, -5.951], [2.248, 3.576, -6.158], [1.192, 4.870, -6.770], [3.044, 5.258, -8.607], [2.299, 3.815, -8.795], [4.657, 4.083, -7.426], [3.594, 4.998, -5.345], [-5.096, 0.322, -12.519], [-3.878, 0.257, -11.598], [-3.169, 1.433, -11.644], [-4.668, 0.273, -13.883], [-5.705, 1.204, -12.324], [-5.749, -0.523, -12.299], [-3.383, -0.712, -11.657], [-4.243, 0.082, -10.586], [-2.293, 1.289, -12.011], [-4.399, 1.167, -14.107], [3.210, 0.682, 4.985], [3.192, 0.578, 6.490], [3.956, -0.488, 6.997], [2.118, 1.489, 4.577], [3.173, -0.277, 4.469], [4.155, 1.126, 4.672], [2.160, 0.564, 6.841], [3.644, 1.498, 6.860], [4.035, -0.248, 7.923], [2.003, 2.154, 5.260], [2.274, -9.335, 0.281], [3.600, -8.909, -0.149], [3.915, -7.557, 0.067], [3.626, -7.080, 1.573], [4.671, -7.691, 2.421], [4.718, -7.208, 3.773], [3.508, -7.710, 4.589], [3.314, -9.075, 4.436], [2.262, -9.641, 5.209], [1.392, -8.748, 0.025], [2.283, -9.428, 1.367], [2.095, -10.280, -0.233], [3.392, -6.924, -0.650], [4.975, -7.445, -0.163], [2.589, -7.327, 1.797], [3.524, -5.996, 1.616], [4.449, -8.662, 2.587], [4.871, -6.142, 3.943], [5.563, -7.628, 4.319], [2.633, -7.175, 4.221], [3.520, -7.563, 5.669], [1.339, -9.202, 4.830], [2.412, -9.531, 6.283], [2.393, -10.710, 5.040], [-1.585, -1.323, -0.699], [-1.041, -0.234, -1.694], [-1.570, -0.440, -3.057], [-1.269, 1.053, -1.109], [-1.076, -2.278, -0.835], [-2.657, -1.406, -0.877], [-1.403, -1.175, 0.366], [0.017, -0.384, -1.912], [-2.588, -0.784, -2.873], [-1.114, -1.281, -3.578], [-1.583, 0.466, -3.663], [-0.874, 0.923, -0.243], [-8.234, -3.776, 0.373], [-7.391, -5.068, 0.322], [-6.983, -5.540, -1.093], [-6.338, -4.955, 1.221], [-8.850, -3.739, -0.526], [-7.550, -2.932, 0.292], [-8.797, -3.628, 1.294], [-7.914, -5.930, 0.736], [-6.273, -6.362, -1.001], [-6.389, -4.736, -1.528], [-7.754, -5.936, -1.755], [-5.873, -5.790, 1.308], [0.272, 9.341, 7.016], [-0.239, 8.102, 6.181], [-0.179, 8.281, 4.634], [0.716, 7.132, 6.498], [0.611, 9.209, 8.043], [-0.506, 10.076, 6.811], [1.099, 9.868, 6.540], [-1.247, 7.758, 6.411], [-0.356, 7.302, 4.188], [0.756, 8.755, 4.337], [-0.929, 9.035, 4.395], [0.684, 6.948, 7.439]], "homo_energy_ev": -8.84, "e_lumo_ev": 0.13, "smiles": "COCCNCCOC.CC(C)O.CC(C)O.CC(C)O.OCCO.OCCO.OCCO.OCCO.OCCO.OCCO.OCCO", "spin_multiplicity": 1, "e_above_lowest_kcal_mol": 0.0}



{"formula": "C6H10O", "method": "the ωB97M-V functional and the def2-TZVPD basis", "symbols": ["C", "C", "C", "C", "O", "C", "C", "H", "H", "H", "H", "H", "H", "H", "H", "H", "H"], "xyz": [[-0.865, 0.467, -1.712], [0.495, 0.328, -1.010], [0.712, 1.072, 0.346], [0.552, -0.269, 1.105], [1.311, -0.649, 2.190], [-0.817, -0.775, 0.892], [0.439, -0.968, -0.189], [-0.809, 0.200, -2.758], [-1.430, 1.413, -1.704], [-1.428, -0.342, -1.249], [1.339, 0.428, -1.715], [-0.004, 1.873, 0.573], [1.736, 1.440, 0.440], [0.769, -0.442, 2.960], [-1.097, -1.741, 1.299], [-1.664, -0.058, 1.044], [0.761, -1.975, -0.512]], "homo_energy_ev": -9.35, "e_lumo_ev": 0.95, "smiles": "C[C@H]1C[C@@]2(O)C[C@@H]12", "spin_multiplicity": 1, "e_above_lowest_kcal_mol": 53.5}



{"formula": "C3H6N2OS", "method": "the ωB97M-V functional and the def2-TZVPD basis", "symbols": ["C", "C", "C", "H", "H", "H", "H", "H", "H", "N", "N", "O", "S"], "xyz": [[-0.482, 0.199, 0.556], [0.442, -0.976, 0.563], [0.631, -1.726, -0.699], [0.110, 3.072, -0.152], [0.197, 0.673, -1.306], [-1.649, 1.318, 1.552], [0.528, -1.506, 1.460], [0.831, -2.777, -0.643], [0.241, -1.241, -1.530], [-0.448, 0.951, -0.608], [-1.160, 0.390, 1.602], [1.674, -0.927, -0.110], [-0.915, 2.550, -0.685]], "homo_energy_ev": -9.77, "e_lumo_ev": 0.78, "smiles": "[H]/N=C(\\NS)[C@H]1CO1", "spin_multiplicity": 1, "e_above_lowest_kcal_mol": 71.2}



{"formula": "C4H14N3O", "method": "the ωB97M-V functional and the def2-TZVPD basis", "symbols": ["C", "C", "C", "N", "C", "N", "N", "H", "H", "H", "H", "H", "H", "H", "H", "H", "H", "H", "H", "H", "H", "O"], "xyz": [[2.153, 0.157, 0.324], [1.464, -1.082, -0.373], [-0.054, -1.102, -0.137], [-2.585, -0.651, 0.382], [-2.109, -0.143, -0.900], [-0.613, 0.061, -0.795], [2.329, 1.416, -0.424], [3.045, -0.219, 0.730], [1.542, 0.253, 1.245], [1.586, -0.912, -1.447], [2.006, -1.928, 0.006], [-0.422, -2.145, -0.550], [-0.262, -1.207, 0.965], [-2.585, 0.830, -1.177], [-2.365, -0.889, -1.706], [-0.376, 0.787, 0.024], [-3.524, -0.880, 0.471], [1.504, 1.959, -0.619], [3.035, 2.022, -0.058], [-2.197, -0.154, 1.129], [-0.414, 1.898, 1.747], [-0.401, 0.978, 1.451]], "homo_energy_ev": -13.39, "total_charge": 1, "e_lumo_ev": -8.94, "spin_multiplicity": 1, "e_above_lowest_kcal_mol": 203.8}



{"formula": "C46H49GeMoN5S3", "method": "the ωB97M-V functional and the def2-TZVPD basis", "symbols": ["Mo", "N", "S", "N", "S", "N", "S", "N", "C", "C", "C", "C", "C", "C", "C", "C", "C", "C", "C", "C", "C", "C", "C", "C", "C", "C", "C", "C", "C", "C", "C", "C", "C", "C", "C", "C", "C", "C", "C", "C", "C", "C", "C", "C", "H", "H", "H", "H", "H", "H", "H", "H", "H", "H", "H", "H", "H", "H", "H", "H", "H", "H", "H", "H", "H", "H", "H", "H", "H", "H", "H", "H", "H", "H", "C", "Ge", "C", "C", "C", "H", "H", "H", "H", "H", "H", "H", "H", "H", "H", "H", "C", "C", "C", "C", "C", "C", "N", "H", "H", "H", "H", "H", "H", "H", "H"], "xyz": [[-1.616, 0.146, -1.016], [0.114, -0.393, -1.558], [1.582, -0.542, -1.248], [2.103, -0.098, 0.183], [1.933, -1.064, 1.462], [0.701, -1.943, 1.684], [-1.303, -0.377, 2.187], [-1.730, -0.482, 0.661], [-2.509, -1.250, 3.132], [-2.405, -1.211, 4.520], [-3.276, -1.976, 5.276], [-4.212, -2.791, 4.653], [-4.270, -2.856, 3.271], [-3.410, -2.092, 2.494], [-1.382, 1.322, 2.677], [-0.491, 2.136, 1.982], [-0.423, 3.483, 2.296], [-1.224, 4.000, 3.305], [-2.100, 3.174, 3.994], [-2.188, 1.823, 3.686], [2.162, 0.117, 2.766], [1.722, -0.290, 4.020], [1.855, 0.583, 5.088], [2.426, 1.833, 4.895], [2.872, 2.215, 3.637], [2.742, 1.358, 2.557], [3.349, -2.143, 1.485], [3.180, -3.482, 1.792], [4.306, -4.293, 1.826], [5.559, -3.759, 1.576], [5.706, -2.407, 1.281], [4.595, -1.586, 1.227], [2.508, 0.518, -2.323], [2.868, 0.072, -3.585], [3.488, 0.964, -4.450], [3.727, 2.270, -4.054], [3.341, 2.704, -2.792], [2.720, 1.830, -1.915], [2.100, -2.197, -1.571], [3.455, -2.479, -1.711], [3.845, -3.798, -1.852], [2.893, -4.811, -1.834], [1.548, -4.513, -1.682], [1.138, -3.194, -1.551], [-1.641, -0.618, 5.011], [-3.216, -1.940, 6.355], [-4.888, -3.386, 5.250], [-4.985, -3.509, 2.789], [-3.449, -2.136, 1.416], [0.147, 1.729, 1.202], [0.251, 4.126, 1.750], [-1.170, 5.051, 3.551], [-2.735, 3.581, 4.769], [-2.905, 1.199, 4.205], [1.282, -1.268, 4.154], [1.521, 0.285, 6.071], [2.529, 2.511, 5.728], [3.323, 3.187, 3.496], [3.076, 1.654, 1.574], [2.196, -3.877, 1.994], [4.202, -5.342, 2.061], [6.432, -4.394, 1.619], [6.688, -1.996, 1.095], [4.699, -0.536, 0.993], [2.667, -0.942, -3.900], [3.784, 0.632, -5.436], [4.212, 2.956, -4.732], [3.521, 3.727, -2.493], [2.407, 2.163, -0.937], [4.190, -1.687, -1.715], [4.891, -4.037, -1.977], [3.205, -5.839, -1.943], [0.814, -5.306, -1.671], [0.093, -2.943, -1.435], [-4.125, 1.839, -3.713], [-3.737, -0.063, -3.814], [-2.395, -0.469, -5.172], [-5.392, -1.047, -4.104], [-3.053, -0.800, -2.081], [-4.560, 2.134, -4.668], [-3.247, 2.456, -3.537], [-4.857, 2.054, -2.935], [-2.475, 0.231, -6.002], [-2.532, -1.475, -5.563], [-1.385, -0.396, -4.768], [-5.852, -0.738, -5.040], [-6.097, -0.850, -3.298], [-5.212, -2.119, -4.152], [-2.734, -1.833, -2.274], [-3.908, -0.843, -1.382], [-0.406, 2.205, -3.532], [-1.043, 2.814, -2.330], [-1.190, 4.126, -2.018], [-2.077, 4.225, -0.903], [-2.447, 2.967, -0.555], [-3.471, 2.521, 0.430], [-1.787, 2.053, -1.403], [0.485, 2.766, -3.808], [-1.089, 2.229, -4.386], [-0.107, 1.165, -3.381], [-0.756, 4.945, -2.566], [-2.438, 5.131, -0.449], [-3.373, 3.066, 1.370], [-3.399, 1.452, 0.675], [-4.479, 2.691, 0.044]], "homo_energy_ev": [-12.67, -11.64], "total_charge": 2, "e_lumo_ev": [-6.61, -7.88], "spin_multiplicity": 1}



{"formula": "CH3NO2S", "method": "the ωB97M-V functional and the def2-TZVPD basis", "symbols": ["C", "N", "O", "O", "S", "H", "H", "H"], "xyz": [[-1.290, 0.267, -0.282], [1.185, 0.490, 0.618], [-2.257, 0.705, 0.217], [0.359, -1.873, -0.242], [-0.044, -0.783, 0.722], [-0.962, 0.433, -1.435], [0.992, 0.852, -0.349], [2.017, -0.091, 0.751]], "homo_energy_ev": -9.74, "e_lumo_ev": -0.06, "spin_multiplicity": 1, "e_above_lowest_kcal_mol": 36.8}



{"formula": "C4H9NO", "method": "the ωB97M-V functional and the def2-TZVPD basis", "symbols": ["C", "O", "C", "C", "C", "N", "H", "H", "H", "H", "H", "H", "H", "H", "H"], "xyz": [[-0.856, -1.703, -1.733], [-0.262, -0.922, -0.737], [-0.729, 0.413, -0.755], [-0.134, 1.274, 0.296], [1.309, 1.171, 2.172], [0.772, 0.610, 0.959], [-0.644, -1.291, -2.731], [-1.948, -1.751, -1.600], [-0.437, -2.708, -1.657], [-1.819, 0.444, -0.594], [-0.518, 0.895, -1.722], [0.921, 2.192, 2.165], [0.943, 0.573, 3.014], [2.399, 1.164, 2.182], [1.003, -0.361, 0.741]], "homo_energy_ev": -8.26, "e_lumo_ev": 0.99, "spin_multiplicity": 1, "e_above_lowest_kcal_mol": 76.6}



no.,total energy (eV),molar mass (g/mol)
1,-84700.998,143.41
2,-71768.493,747.95
3,-8428.919,98.14
4,-19069.080,118.16
5,-10879.322,120.18
6,-146803.866,936.68
7,-17503.876,93.11
8,-7829.000,87.12